Entry 1:
Below is a 7-piece molecular cluster, C24H49Cl13NO2PS3 overall in a non-equilibrium geometry, with properties calculated with ωB97M-V/def2-TZVPD.

Structure (ORCA input):
```
! RIJCOSX wB97M-V def2-TZVPD def2/J DEFGRID3
* xyz 0 1
C -0.3743 2.8244 -1.4538
C -0.0281 1.3736 -1.7492
C -1.1818 0.4609 -2.1331
Cl -2.2467 1.1740 -3.3590
P -2.2146 -0.2950 -0.7940
C -0.9387 -0.6968 0.4620
C -1.5188 -1.6129 1.5367
C -0.5702 -2.7472 1.9209
S -1.4573 -4.3047 2.0226
C -0.1919 -5.4964 1.9008
S -0.3994 -6.9316 2.6114
N 0.9010 -5.1199 1.1054
C 0.7250 -5.5850 -0.2763
C 1.2511 -4.5970 -1.3091
C 2.2200 -5.4349 1.6779
C 3.1097 -4.1954 1.8111
S -3.0753 1.3394 0.3507
C -3.6197 2.6391 -0.6965
O -4.2429 0.7538 0.9428
O -2.0829 1.8725 1.2530
H -0.5329 2.9936 -0.3989
H 0.4494 3.4559 -1.7470
H -1.2282 3.1634 -2.0167
H 0.7088 1.3391 -2.5431
H 0.4424 0.9530 -0.8722
H -0.7803 -0.4199 -2.6075
H -0.5834 0.2304 0.8873
H -0.1232 -1.1484 -0.0886
H -1.6956 -1.0135 2.4176
H -2.4815 -2.0002 1.2357
H 0.2281 -2.8165 1.2037
H -0.1280 -2.5713 2.8709
H 1.2144 -6.5454 -0.4007
H -0.3276 -5.7425 -0.4570
H 0.8167 -4.7586 -2.2664
H 2.3284 -4.6596 -1.3755
H 1.0227 -3.6051 -0.9476
H 2.7218 -6.1658 1.0612
H 2.0829 -5.8712 2.6527
H 4.1537 -4.4474 1.7076
H 2.9333 -3.7054 2.7581
H 2.8455 -3.4864 1.0408
H -4.1546 3.2857 -0.0171
H -4.2797 2.2841 -1.4691
H -2.7634 3.1672 -1.0763
Cl 1.2137 1.8929 1.6390
C 0.1982 1.8496 3.1070
C 1.0127 1.5844 4.3427
Cl 1.6788 -0.0713 4.3576
H -0.5614 1.0914 2.9548
H -0.2969 2.8150 3.1761
H 0.3761 1.6799 5.2201
H 1.8459 2.2760 4.4313
Cl -0.2639 4.8791 -4.4587
C -0.1619 4.2815 -6.1333
C -0.2660 2.7820 -6.2074
Cl 1.1558 1.9724 -5.4963
H 0.7753 4.6335 -6.5546
H -0.9883 4.7269 -6.6837
H -0.3194 2.4737 -7.2499
H -1.1442 2.4187 -5.6817
Cl 2.9556 -4.1512 -5.9501
C 1.2519 -3.9575 -6.4349
C 0.6602 -2.6736 -5.9203
Cl 0.5021 -2.6891 -4.1425
H 0.7035 -4.8199 -6.0667
H 1.2236 -3.9570 -7.5226
H -0.3392 -2.5395 -6.3297
H 1.2704 -1.8162 -6.1886
Cl 3.3394 3.0754 -1.2105
C 4.1754 3.4966 0.3078
C 4.9561 4.7764 0.1831
Cl 6.3547 4.6173 -0.9129
H 4.8203 2.6635 0.5723
H 3.4105 3.6085 1.0724
H 5.3473 5.0568 1.1592
H 4.3323 5.5813 -0.1946
Cl -1.3412 -2.1141 5.2321
C -0.8889 -3.7648 5.7419
C -1.2049 -4.0168 7.1897
Cl -0.1751 -3.0543 8.2835
H 0.1714 -3.8934 5.5407
H -1.4507 -4.4555 5.1140
H -1.0248 -5.0649 7.4196
H -2.2398 -3.7760 7.4135
Cl -4.6764 7.3388 -0.4984
C -4.2579 6.9915 1.1992
C -2.7697 6.9224 1.4132
Cl -2.0464 5.5117 0.5994
H -4.7366 6.0555 1.4725
H -4.6762 7.7930 1.8046
H -2.5621 6.8208 2.4766
H -2.2731 7.8123 1.0376
*
```

Orbital gap: 8.4 eV
LUMO level: 0.0001 Eh
Energy: -8667.49428 hartree
SMILES: CC[C@H](Cl)P(CCCSC(=S)N(CC)CC)S(C)(=O)=O.ClCCCl.ClCCCl.ClCCCl.ClCCCl.ClCCCl.ClCCCl

Atom charges from the Mulliken analysis, given in e for atoms 1 to 6: atom 1 (C): -0.98, atom 2 (C): -0.09, atom 3 (C): 0.41, atom 4 (Cl): -0.16, atom 5 (P): -0.34, atom 6 (C): 0.44

Entry 2:
Below is C24H49Cl27InO3 as an isolated structure, with properties calculated with ωB97M-V/def2-TZVPD.

Structure (ORCA input):
```
! RIJCOSX wB97M-V def2-TZVPD def2/J DEFGRID3
* xyz -1 1
C 6.6588 -1.4408 0.4820
C 5.7609 -0.3278 0.9355
O 6.0262 0.3905 1.8702
O 4.6700 -0.2078 0.1802
C 3.5216 0.4528 0.7631
C 2.7943 1.2428 -0.3209
C 1.2931 1.3502 -0.0717
C 0.9009 1.8011 1.3376
C -0.6061 2.1125 1.4268
C -1.4578 0.9267 1.9074
In -3.6197 1.4011 1.5768
Cl -3.7212 2.7096 -0.5342
C -4.7631 -0.5064 1.3092
C -5.4769 -0.5880 -0.0352
C -6.4508 -1.7909 -0.1202
O -4.5141 -0.6781 -1.0957
H 6.7919 -2.1264 1.3188
H 7.6201 -1.0312 0.1679
H 6.2336 -1.9784 -0.3635
H 2.8861 -0.3221 1.1859
H 3.8102 1.1443 1.5521
H 3.2573 2.2295 -0.3642
H 2.9564 0.7250 -1.2679
H 0.8936 2.1025 -0.7611
H 0.7818 0.4173 -0.3370
H 1.1585 1.0332 2.0729
H 1.4660 2.7199 1.5507
H -0.7345 2.9192 2.1593
H -0.9552 2.5112 0.4696
H -1.1762 -0.0002 1.3934
H -1.2794 0.8249 2.9811
H -4.3132 2.4487 2.7901
H -3.9952 -1.2864 1.3669
H -5.4624 -0.5980 2.1439
H -6.0521 0.3265 -0.2007
H -7.4814 -1.4696 -0.3003
H -6.4070 -2.4216 0.7699
H -6.1665 -2.4103 -0.9766
H -3.8436 -1.2892 -0.7761
C -7.5326 2.1345 4.4681
Cl -6.4349 3.4934 4.7435
Cl -7.4420 1.4541 2.8416
H -7.2912 1.3527 5.1786
H -8.5425 2.4947 4.6238
C 6.6932 3.5470 0.6512
Cl 5.1613 4.4214 0.6244
Cl 7.9192 4.3103 -0.3811
H 7.0656 3.5314 1.6674
H 6.5217 2.5385 0.2960
C 7.7883 -2.9622 -3.5579
Cl 8.8426 -1.5704 -3.2697
Cl 7.2495 -3.7205 -2.0555
H 6.9098 -2.6249 -4.0979
H 8.3413 -3.6914 -4.1373
C -2.7132 2.1903 6.0757
Cl -3.2202 0.9492 4.9496
Cl -2.7306 1.6456 7.7719
H -1.7004 2.4875 5.8303
H -3.3937 3.0294 5.9855
C 2.9430 -0.8286 -4.3958
Cl 2.0676 0.6824 -4.1373
Cl 4.6052 -0.7651 -3.7786
H 2.4146 -1.6227 -3.8828
H 2.9842 -1.0246 -5.4581
C -10.0705 1.3995 -0.7700
Cl -8.5413 2.1138 -0.2589
Cl -10.3713 -0.1852 -0.0278
H -10.8735 2.0620 -0.4748
H -10.0488 1.2681 -1.8412
C 6.0702 -7.0914 -0.3920
Cl 5.4760 -8.5150 0.4735
Cl 5.4442 -5.5846 0.2795
H 7.1510 -7.0746 -0.3221
H 5.7525 -7.1613 -1.4252
C -3.7431 -3.6186 4.1980
Cl -5.4677 -3.2187 4.1585
Cl -2.7857 -2.6017 3.1244
H -3.3864 -3.4778 5.2113
H -3.6287 -4.6508 3.8898
C 3.6024 -4.7061 -5.4194
Cl 3.1345 -4.2881 -3.7711
Cl 4.2655 -3.3158 -6.2951
H 4.3626 -5.4756 -5.3621
H 2.7338 -5.0577 -5.9635
C -12.5990 2.7744 -3.6494
Cl -11.0465 3.4085 -3.0960
Cl -12.9551 1.1827 -2.9636
H -13.3783 3.4611 -3.3424
H -12.5671 2.6842 -4.7282
C 8.0244 6.6450 -3.2712
Cl 9.4366 7.7092 -3.1749
Cl 7.8565 5.9073 -4.8686
H 8.1388 5.8573 -2.5380
H 7.1380 7.2332 -3.0690
C 3.5723 0.2661 4.8779
Cl 2.4416 1.6197 4.9714
Cl 3.1231 -0.8967 3.6253
H 4.5555 0.6520 4.6329
H 3.5803 -0.2441 5.8332
C -0.4947 -2.2750 -4.1824
Cl 0.1350 -3.2338 -2.8417
Cl 0.3703 -2.5883 -5.7032
H -1.5378 -2.5259 -4.3270
H -0.3802 -1.2250 -3.9382
*
```

Orbital gap: 5.8 eV
LUMO level: 0.0500 Eh
Energy: -13784.91060 hartree

Atom charges from the Mulliken analysis, given in e for atoms 1 to 6: atom 1 (C): -0.79, atom 2 (C): 0.73, atom 3 (O): -0.59, atom 4 (O): -0.26, atom 5 (C): -0.44, atom 6 (C): 0.04